# AsF6H24O12

A structure of composition AsF6H24O12 at a distorted geometry (ωB97M-V/def2-TZVPD, the OMol25 dataset).

Properties
E_HOMO (spin up / spin down) in hartree: -0.3920 / -0.3920
Gap between HOMO and LUMO (spin up / spin down) in hartree: 0.3633 / 0.0961
Spin multiplicity: 2
Energy relative to the best compared isomer or geometry (same formula, charge and spin) in kJ/mol: 115.1
⟨S²⟩: 0.757

Last column: Löwdin charge in e.
Geometry (Å):
As 17.193 -20.637 17.029  0.97
F 16.946 -22.330 17.535  -0.27
F 18.163 -20.409 18.563  -0.26
F 15.736 -20.099 17.921  -0.25
F 18.671 -21.221 16.193  -0.27
F 16.364 -20.967 15.521  -0.24
F 17.552 -18.957 16.470  -0.24
O 14.825 -17.578 16.481  -0.04
O 20.691 -19.029 18.338  -0.06
O 15.089 -16.724 19.396  -0.06
O 16.472 -20.601 12.706  -0.04
O 19.355 -19.333 14.234  -0.04
O 20.130 -21.838 13.201  0.07
O 16.879 -23.191 13.993  0.29
O 17.574 -23.276 20.394  -0.06
O 12.838 -19.971 16.571  -0.06
O 14.187 -18.505 13.576  -0.05
O 13.924 -19.434 19.532  -0.04
O 16.174 -24.778 16.980  0.06
H 16.878 -22.596 14.743  0.04
H 14.635 -19.888 19.080  -0.01
H 18.820 -18.671 13.796  0.06
H 20.026 -19.164 19.013  0.01
H 14.711 -16.418 20.220  0.03
H 21.002 -21.612 13.525  0.07
H 19.554 -21.171 13.576  0.00
H 12.965 -20.257 17.476  0.00
H 14.072 -17.809 14.223  0.01
H 18.080 -22.827 21.072  0.03
H 18.177 -23.352 19.655  0.02
H 16.716 -24.093 17.371  0.01
H 16.551 -19.671 12.493  0.05
H 15.792 -20.925 12.115  0.06
H 14.774 -17.624 19.307  -0.03
H 20.616 -19.796 17.770  0.01
H 15.383 -24.323 16.691  0.06
H 15.270 -18.226 17.027  -0.01
H 14.837 -19.090 13.966  -0.01
H 18.775 -19.710 14.897  -0.02
H 13.721 -19.992 20.283  0.06
H 17.170 -22.650 13.259  0.08
H 15.517 -16.973 16.214  0.05
H 12.824 -19.015 16.622  0.02